(1)
{
  "formula": "C25H26F6N2O2S2SiZr",
  "method": "the ωB97M-V functional and the def2-TZVPD basis",
  "de_lowest_ev": 2.1325,
  "total_charge": 0,
  "species": ["Zr", "C", "C", "N", "N", "C", "S", "S", "C", "C", "C", "C", "C", "C", "C", "C", "C", "C", "C", "C", "C", "O", "H", "H", "H", "H", "H", "H", "H", "H", "H", "H", "H", "H", "H", "H", "C", "C", "O", "C", "F", "F", "F", "C", "F", "F", "F", "H", "H", "H", "C", "Si", "C", "C", "C", "C", "H", "H", "H", "H", "H", "H", "H", "H", "H"],
  "coordinates": [[-0.939, 0.656, -1.196], [-1.145, -1.005, 1.818], [-0.197, -0.049, 1.162], [-0.603, 1.183, 0.926], [0.434, 2.066, 0.801], [0.489, 3.038, -0.038], [-0.523, 3.309, -1.384], [1.817, 4.173, 0.163], [2.958, 3.299, 1.317], [2.594, 3.520, 2.745], [2.978, 4.678, 3.412], [2.623, 4.874, 4.735], [1.872, 3.920, 5.400], [1.483, 2.767, 4.743], [1.841, 2.570, 3.424], [1.219, -0.367, 0.879], [2.097, -0.811, 1.865], [3.449, -0.944, 1.611], [3.941, -0.650, 0.348], [3.090, -0.235, -0.656], [1.719, -0.066, -0.425], [0.939, 0.374, -1.404], [-0.824, -1.166, 2.848], [-1.144, -1.969, 1.303], [-2.153, -0.584, 1.813], [3.931, 3.728, 1.079], [2.925, 2.245, 1.041], [3.554, 5.427, 2.888], [2.942, 5.767, 5.253], [1.588, 4.075, 6.430], [0.906, 2.011, 5.255], [1.535, 1.680, 2.900], [1.724, -0.992, 2.861], [4.116, -1.270, 2.394], [4.998, -0.739, 0.149], [3.456, -0.005, -1.647], [-3.775, 2.755, -3.086], [-3.242, 1.371, -2.691], [-2.703, 1.330, -1.453], [-4.353, 0.281, -2.679], [-5.447, 0.691, -2.051], [-3.876, -0.782, -1.998], [-4.731, -0.147, -3.888], [-2.186, 0.871, -3.742], [-0.946, 1.431, -3.534], [-1.932, -0.453, -3.595], [-2.489, 1.077, -5.011], [-4.398, 3.113, -2.269], [-4.354, 2.714, -4.004], [-2.932, 3.437, -3.196], [-1.197, -5.383, 0.255], [-0.842, -4.553, -1.432], [0.935, -5.035, -1.944], [-2.105, -5.141, -2.731], [-0.987, -2.712, -1.275], [-1.146, -1.510, -1.162], [-1.279, -6.462, 0.153], [-2.125, -5.027, 0.691], [-0.399, -5.186, 0.966], [1.064, -6.113, -1.941], [1.666, -4.614, -1.259], [1.174, -4.676, -2.940], [-2.168, -6.225, -2.747], [-1.823, -4.809, -3.724], [-3.096, -4.752, -2.524]],
  "forces_ev_per_angstrom": [[0.13, 0.92, 1.14], [-0.02, -0.09, -0.34], [0.31, -0.33, 0.67], [-0.04, 0.04, -0.04], [0.72, -0.16, 0.62], [-0.14, 0.44, -0.32], [0.04, 0.39, 0.17], [0.28, -0.14, -0.09], [-0.49, 0.26, -0.34], [0.00, -0.04, 0.20], [-0.01, -0.13, -0.05], [0.04, 0.10, 0.04], [-0.05, 0.02, 0.14], [-0.01, -0.05, 0.04], [0.10, -0.05, 0.05], [0.25, 0.05, -0.42], [-0.14, -0.01, -0.16], [0.02, -0.05, 0.04], [-0.08, -0.05, 0.09], [-0.42, 0.16, -0.24], [1.19, -0.66, 1.00], [2.18, -0.13, -0.45], [0.01, 0.11, 0.12], [0.03, 0.19, 0.15], [0.09, -0.08, 0.09], [0.01, -0.09, -0.02], [0.14, 0.05, 0.02], [0.09, 0.09, -0.05], [-0.01, 0.07, 0.01], [0.00, 0.04, 0.14], [-0.08, -0.03, 0.09], [0.02, -0.09, 0.00], [-0.11, -0.10, 0.13], [0.06, -0.01, 0.09], [0.11, -0.04, -0.05], [0.05, 0.02, -0.03], [0.24, -0.36, 0.20], [-1.04, 0.06, -1.30], [-1.94, 0.58, -0.57], [0.14, -0.67, 0.38], [-0.17, 0.39, 0.20], [-0.59, 0.05, -0.31], [0.12, 0.14, -0.29], [-0.14, -0.61, -1.06], [-0.39, 0.12, 0.24], [-0.13, 0.36, -0.02], [-0.19, 0.25, 0.17], [-0.01, -0.03, -0.02], [0.00, 0.03, -0.08], [-0.06, 0.02, -0.06], [0.08, 0.45, -0.59], [0.13, -0.70, 0.02], [-0.68, 0.32, 0.14], [0.49, 0.28, 0.49], [-0.01, -0.74, 0.00], [-0.04, -0.59, 0.08], [0.02, -0.15, -0.15], [-0.19, 0.10, 0.05], [0.15, 0.10, 0.07], [-0.08, -0.20, 0.02], [0.05, 0.10, 0.14], [0.00, 0.10, -0.18], [0.04, -0.23, 0.03], [0.09, 0.10, -0.17], [-0.16, 0.10, 0.11]]
}

***

(2)
{
  "formula": "C25H26F6N3O6P2RbS2",
  "method": "the ωB97M-V functional and the def2-TZVPD basis",
  "total_charge": 0,
  "species": ["Rb", "C", "P", "C", "C", "C", "C", "C", "C", "C", "P", "C", "C", "H", "H", "H", "H", "H", "H", "H", "H", "H", "H", "H", "H", "H", "H", "H", "H", "O", "C", "O", "C", "C", "C", "C", "C", "C", "N", "C", "C", "C", "C", "C", "C", "N", "H", "H", "H", "H", "H", "H", "H", "H", "H", "H", "F", "C", "F", "F", "S", "O", "O", "N", "S", "O", "O", "C", "F", "F", "F"],
  "coordinates": [[0.672, -0.429, 0.606], [0.369, 2.952, 3.481], [-0.177, 2.591, 1.771], [-1.950, 3.056, 1.889], [0.484, 4.047, 0.846], [0.382, 5.313, 1.429], [0.856, 6.448, 0.798], [1.446, 6.335, -0.454], [1.551, 5.091, -1.044], [1.083, 3.933, -0.415], [1.255, 2.317, -1.291], [0.381, 2.665, -2.862], [2.995, 2.381, -1.862], [-0.125, 3.826, 3.907], [1.446, 3.113, 3.496], [0.165, 2.084, 4.109], [-2.090, 4.056, 2.306], [-2.469, 2.342, 2.531], [-2.417, 3.028, 0.904], [-0.078, 5.414, 2.405], [0.765, 7.413, 1.279], [1.821, 7.213, -0.964], [2.010, 5.017, -2.023], [0.751, 3.564, -3.360], [-0.687, 2.779, -2.680], [0.516, 1.814, -3.532], [3.238, 3.280, -2.431], [3.177, 1.516, -2.504], [3.673, 2.312, -1.011], [5.696, -4.359, -4.060], [4.558, -4.175, -4.767], [4.512, -4.459, -5.929], [3.401, -3.577, -4.026], [3.552, -2.766, -2.906], [2.438, -2.223, -2.289], [1.164, -2.532, -2.751], [1.010, -3.311, -3.895], [2.128, -3.821, -4.531], [0.063, -1.989, -2.030], [-0.958, -2.729, -1.890], [-2.179, -2.257, -1.192], [-3.351, -2.988, -1.322], [-4.505, -2.512, -0.716], [-4.433, -1.334, 0.002], [-3.204, -0.688, 0.097], [-2.094, -1.129, -0.479], [5.532, -4.201, -3.122], [4.533, -2.511, -2.521], [2.552, -1.557, -1.446], [0.026, -3.496, -4.306], [2.033, -4.411, -5.433], [-0.997, -3.747, -2.291], [-3.356, -3.908, -1.893], [-5.437, -3.054, -0.804], [-5.300, -0.914, 0.492], [-3.115, 0.226, 0.675], [4.704, 0.539, 3.107], [3.707, 0.296, 2.279], [2.998, 1.430, 2.123], [4.203, -0.017, 1.075], [2.556, -1.064, 2.878], [1.370, -0.337, 3.261], [2.423, -1.906, 1.701], [3.227, -1.717, 4.101], [4.469, -2.735, 4.005], [5.350, -2.461, 2.910], [4.946, -2.883, 5.340], [3.677, -4.379, 3.579], [3.918, -4.689, 2.306], [2.357, -4.357, 3.762], [4.190, -5.334, 4.347]],
  "forces_ev_per_angstrom": [[-1.23, 0.34, -1.12], [0.05, 0.10, 0.12], [0.04, -0.04, -0.16], [-0.15, 0.14, 0.02], [-0.05, 0.07, 0.12], [-0.01, 0.01, 0.01], [-0.01, -0.02, 0.00], [0.00, 0.02, 0.01], [0.00, -0.02, -0.02], [0.02, 0.07, -0.13], [-0.03, -0.08, 0.23], [-0.03, 0.10, -0.15], [0.14, 0.05, -0.09], [0.01, -0.01, 0.01], [0.00, -0.03, -0.03], [-0.04, -0.02, -0.03], [0.01, -0.01, -0.01], [0.04, -0.02, 0.02], [0.05, -0.02, -0.02], [0.00, 0.01, 0.00], [0.00, 0.01, -0.01], [0.00, 0.00, 0.00], [0.00, 0.02, 0.00], [-0.01, -0.01, 0.01], [0.00, 0.00, 0.04], [0.01, -0.01, 0.02], [-0.02, 0.00, 0.01], [-0.02, -0.01, 0.01], [-0.04, 0.00, 0.04], [-0.16, -0.02, 0.01], [0.18, 0.19, 0.00], [-0.02, -0.08, 0.02], [-0.02, -0.08, -0.02], [-0.05, 0.01, -0.02], [0.03, -0.01, -0.06], [-0.16, 0.20, 0.19], [0.09, -0.03, -0.06], [-0.03, 0.04, 0.04], [0.13, -0.36, -0.13], [-0.07, 0.22, 0.06], [0.23, -0.06, -0.11], [-0.08, 0.04, 0.05], [0.05, -0.03, -0.02], [0.03, 0.03, 0.01], [-0.06, 0.01, 0.07], [-0.10, 0.00, 0.00], [0.07, -0.02, -0.02], [0.01, 0.00, -0.01], [0.05, -0.06, 0.08], [-0.02, 0.01, 0.02], [0.01, -0.01, 0.00], [-0.01, -0.01, 0.01], [0.00, 0.00, -0.01], [-0.01, 0.00, 0.00], [-0.01, -0.02, 0.00], [0.02, 0.00, -0.01], [0.00, -0.01, 0.07], [0.01, 0.00, -0.15], [0.02, 0.06, -0.05], [0.05, 0.03, 0.04], [0.53, -0.50, 0.24], [0.16, -0.09, 0.21], [0.52, -0.25, 0.53], [0.08, -0.08, -0.01], [-0.54, 0.42, 0.34], [0.09, 0.03, 0.01], [0.26, -0.22, -0.14], [-0.03, 0.02, -0.14], [-0.04, 0.00, 0.01], [-0.01, 0.02, 0.05], [0.06, -0.03, 0.04]]
}

***

(3)
{
  "formula": "C25H26N2O4S",
  "method": "the ωB97M-V functional and the def2-TZVPD basis",
  "de_lowest_ev": 0.0007,
  "total_charge": 0,
  "species": ["C", "C", "H", "H", "O", "C", "O", "C", "C", "H", "H", "C", "N", "C", "O", "C", "C", "C", "C", "C", "C", "H", "H", "S", "C", "C", "C", "C", "C", "C", "C", "C", "H", "H", "C", "H", "H", "H", "H", "H", "H", "C", "O", "N", "H", "H", "C", "C", "H", "H", "H", "H", "H", "H", "H", "H", "H", "H"],
  "coordinates": [[7.855, 2.691, -1.772], [8.020, 1.744, -0.592], [8.274, 0.739, -0.945], [8.786, 2.103, 0.098], [6.823, 1.671, 0.187], [5.876, 0.823, -0.218], [5.976, 0.122, -1.192], [4.703, 0.855, 0.745], [3.352, 0.785, 0.023], [3.308, 1.539, -0.765], [2.563, 0.999, 0.748], [3.103, -0.598, -0.590], [3.230, -1.619, 0.422], [2.210, -2.292, 1.000], [2.346, -2.940, 2.024], [0.891, -2.260, 0.291], [-0.240, -1.888, 1.000], [-1.501, -1.933, 0.413], [-1.615, -2.366, -0.909], [-0.484, -2.767, -1.611], [0.761, -2.718, -1.019], [1.632, -3.048, -1.564], [-0.601, -3.123, -2.622], [-3.184, -2.461, -1.703], [-4.161, -1.374, -0.695], [-5.182, -0.735, -1.290], [-6.110, 0.206, -0.685], [-7.447, 0.188, -1.080], [-8.356, 1.074, -0.536], [-7.955, 2.023, 0.396], [-6.614, 2.063, 0.763], [-5.703, 1.172, 0.235], [-4.664, 1.235, 0.520], [-6.282, 2.808, 1.472], [-8.936, 2.978, 1.002], [-9.150, 2.689, 2.031], [-8.531, 3.988, 1.018], [-9.871, 2.983, 0.447], [-9.392, 1.030, -0.842], [-7.776, -0.545, -1.802], [-5.346, -0.939, -2.342], [-3.902, -1.374, 0.761], [-4.770, -1.192, 1.589], [-2.615, -1.599, 1.166], [-2.479, -1.540, 2.169], [-0.143, -1.574, 2.029], [4.539, -1.646, 1.040], [4.825, -0.316, 1.735], [5.823, -0.333, 2.176], [4.098, -0.173, 2.537], [4.549, -2.463, 1.763], [5.283, -1.834, 0.261], [2.107, -0.627, -1.031], [3.847, -0.785, -1.370], [4.777, 1.796, 1.299], [7.097, 2.308, -2.452], [7.555, 3.676, -1.425], [8.797, 2.773, -2.307]],
  "forces_ev_per_angstrom": [[-0.13, -0.22, 0.32], [0.34, -0.08, -0.42], [0.02, 0.16, 0.12], [-0.10, -0.09, -0.06], [0.09, 0.26, 0.25], [-0.36, 0.10, 0.30], [0.09, -0.07, -0.22], [-0.04, 0.12, 0.05], [0.21, -0.16, -0.18], [-0.06, 0.05, 0.00], [-0.02, 0.03, -0.01], [-0.24, 0.42, -0.32], [0.19, -0.07, -0.09], [-0.04, -0.05, -0.07], [-0.12, -0.07, 0.26], [-0.33, -0.20, -0.04], [0.05, 0.01, -0.14], [0.45, -0.16, -0.47], [-0.23, 0.17, 0.02], [-0.10, 0.08, 0.14], [0.03, 0.01, 0.16], [0.11, -0.01, -0.07], [0.04, -0.03, -0.15], [-0.03, -0.17, 0.21], [-0.13, 0.05, -0.88], [0.60, -0.39, 0.26], [-0.48, 0.29, 0.14], [0.28, -0.07, 0.06], [-0.06, 0.11, 0.09], [0.00, -0.06, -0.09], [0.00, -0.03, -0.03], [-0.05, -0.02, -0.15], [0.06, 0.00, 0.04], [0.04, 0.08, 0.07], [0.01, -0.02, 0.04], [-0.07, 0.04, 0.06], [-0.04, 0.08, 0.02], [-0.07, 0.05, 0.00], [-0.10, 0.01, -0.02], [-0.03, -0.06, -0.10], [0.09, 0.03, -0.10], [-0.18, 0.02, 0.52], [0.01, 0.00, 0.00], [0.06, 0.03, 0.43], [-0.17, -0.01, -0.16], [0.03, 0.02, 0.14], [0.22, -0.22, 0.41], [0.04, -0.09, -0.20], [0.01, 0.00, 0.07], [0.02, 0.00, 0.04], [0.06, 0.11, -0.14], [-0.04, -0.03, 0.06], [0.16, 0.01, 0.03], [-0.18, 0.00, 0.03], [-0.01, -0.12, -0.08], [-0.02, -0.01, -0.08], [0.01, 0.10, 0.00], [0.10, 0.03, -0.08]]
}

***

(4)
{
  "formula": "C25H26N2O5S2",
  "method": "the ωB97M-V functional and the def2-TZVPD basis",
  "de_lowest_ev": 1.8179,
  "total_charge": 0,
  "species": ["C", "H", "H", "H", "O", "C", "O", "C", "C", "N", "C", "O", "C", "C", "C", "C", "C", "C", "H", "H", "C", "H", "H", "H", "S", "O", "O", "N", "C", "C", "C", "C", "C", "C", "C", "H", "H", "H", "H", "H", "H", "H", "H", "H", "H", "S", "C", "C", "C", "C", "C", "H", "C", "H", "H", "H", "H", "H", "H", "H"],
  "coordinates": [[1.691, 3.310, -1.759], [2.329, 4.163, -1.973], [1.199, 2.961, -2.669], [0.926, 3.580, -1.028], [2.543, 2.303, -1.236], [1.966, 1.127, -0.962], [0.769, 0.937, -1.155], [2.863, 0.128, -0.416], [2.369, -1.107, -0.021], [1.063, -1.492, -0.119], [0.634, -2.717, 0.300], [1.418, -3.526, 0.766], [-0.815, -2.975, 0.128], [-1.743, -1.953, -0.071], [-3.074, -2.257, -0.242], [-3.539, -3.569, -0.212], [-2.607, -4.581, 0.009], [-1.267, -4.292, 0.176], [-0.545, -5.077, 0.345], [-2.942, -5.607, 0.046], [-4.987, -3.856, -0.403], [-5.189, -4.922, -0.345], [-5.313, -3.472, -1.368], [-5.568, -3.331, 0.355], [-4.262, -0.933, -0.521], [-5.162, -0.873, 0.590], [-4.812, -1.107, -1.839], [-3.280, 0.420, -0.489], [-3.744, 1.606, 0.142], [-5.061, 2.012, -0.010], [-5.515, 3.151, 0.631], [-4.645, 3.893, 1.410], [-3.329, 3.487, 1.555], [-2.858, 2.338, 0.937], [-1.446, 1.876, 1.127], [-0.948, 1.735, 0.169], [-0.883, 2.596, 1.715], [-1.438, 0.920, 1.650], [-2.656, 4.067, 2.171], [-4.990, 4.786, 1.909], [-6.543, 3.460, 0.517], [-5.719, 1.418, -0.625], [-2.811, 0.573, -1.370], [-1.455, -0.915, -0.069], [0.464, -0.788, -0.554], [3.567, -2.143, 0.635], [4.776, -0.908, 0.378], [4.274, 0.221, -0.183], [5.136, 1.404, -0.493], [6.618, 1.032, -0.436], [6.921, 0.223, 0.822], [7.996, 0.063, 0.921], [6.201, -1.124, 0.756], [6.259, -1.641, 1.715], [6.684, -1.765, 0.011], [6.579, 0.777, 1.698], [7.222, 1.940, -0.457], [6.876, 0.435, -1.313], [4.885, 1.795, -1.480], [4.921, 2.196, 0.230]],
  "forces_ev_per_angstrom": [[-0.40, 0.19, -0.18], [-0.02, -0.04, 0.02], [0.05, 0.07, 0.08], [0.06, 0.01, -0.07], [0.23, -0.28, 0.16], [-0.23, -0.06, -0.02], [0.05, 0.18, -0.12], [-0.12, -0.46, 0.16], [0.30, 0.18, 0.00], [-0.34, 0.17, -0.11], [0.05, 0.08, -0.02], [-0.37, -0.16, -0.03], [-0.48, -0.26, 0.00], [0.36, -0.16, 0.05], [-0.21, 0.51, -0.09], [0.04, -0.13, 0.00], [-0.11, 0.22, -0.03], [0.23, 0.25, 0.02], [0.05, -0.06, 0.02], [-0.07, -0.08, -0.01], [-0.22, -0.16, -0.03], [-0.02, -0.03, 0.01], [-0.09, -0.10, -0.04], [-0.11, -0.09, 0.03], [0.48, -0.02, -0.20], [0.18, 0.14, 0.16], [0.28, 0.06, 0.07], [-0.37, -0.80, -0.07], [-0.28, 0.49, 0.45], [0.07, 0.09, -0.01], [-0.06, 0.01, -0.04], [-0.03, 0.02, 0.01], [-0.02, 0.02, -0.04], [-0.05, -0.10, -0.05], [-0.08, -0.01, -0.07], [0.11, -0.01, 0.05], [0.06, 0.02, 0.03], [0.09, -0.10, 0.04], [0.08, 0.03, 0.05], [-0.03, 0.07, 0.04], [-0.09, 0.02, -0.01], [-0.13, 0.03, -0.05], [0.01, -0.09, -0.22], [0.10, 0.08, 0.04], [0.12, -0.26, 0.10], [0.56, 0.60, -0.14], [-0.43, -0.03, -0.10], [0.12, -0.16, 0.12], [0.24, 0.03, -0.13], [-0.10, 0.12, 0.24], [0.07, -0.16, -0.21], [0.00, 0.01, 0.07], [0.16, -0.01, 0.09], [0.07, -0.03, 0.00], [0.07, -0.03, 0.06], [0.02, 0.03, 0.08], [0.03, -0.01, -0.07], [0.05, 0.00, -0.08], [0.03, 0.06, 0.08], [0.01, 0.09, -0.07]]
}

***

Number 1: DFT total energy -80556.6545 eV, Kohn-Sham gap 7.0 eV, largest force on an atom 2.23 eV/A. Number 2: DFT total energy -100311.2464 eV, Kohn-Sham gap 7.6 eV, largest force on an atom 1.70 eV/A. Number 3: DFT total energy -48354.0082 eV, Kohn-Sham gap 8.0 eV, largest force on an atom 0.89 eV/A. Number 4: DFT total energy -61236.5652 eV, Kohn-Sham gap 8.0 eV, largest force on an atom 0.89 eV/A.